Entry 1:
A molecular structure, C41H46P2Tc, computed with wB97M-V/def2-TZVPD.

Last column: Mulliken charge in e.
Atoms and positions in Å:
Tc1 -0.56998 1.05979 -1.02553  -1.23
C1 -2.10347 1.21191 -2.28411  0.55
C2 -1.96124 -0.28523 -2.40285  -0.66
C3 -1.16455 -0.83629 -3.55230  -1.06
C4 0.16893 -0.07971 -3.72732  -2.12
C5 0.62660 0.74683 -2.53249  1.65
C6 0.42129 2.20628 -2.36368  -0.59
C7 -0.51792 2.93790 -3.29212  -0.99
C8 -1.82531 2.14952 -3.46315  -1.63
C9 2.52050 0.62339 2.52375  -2.34
H1 -3.08119 1.41236 -1.83338  0.30
H2 -2.93197 -0.79096 -2.28819  1.18
H3 -1.76399 -0.75238 -4.46691  0.60
H4 -0.94806 -1.90691 -3.44132  0.30
H5 0.95829 -0.81698 -3.91614  0.49
H6 0.19269 0.54738 -4.62435  0.39
H7 1.68316 0.50639 -2.35943  0.89
H8 1.34408 2.75474 -2.14459  0.09
H9 -0.05528 3.15154 -4.25886  0.43
H10 -0.74575 3.92323 -2.85830  0.46
H11 -2.67809 2.83193 -3.52977  0.44
H12 -1.87218 1.59023 -4.39634  0.36
H13 2.42916 1.68187 2.80389  0.56
H14 3.54932 0.50013 2.15982  0.45
H15 2.45975 0.00074 3.42529  0.43
P1 -1.39228 -1.03355 -0.48339  3.73
P2 2.31285 -0.38068 0.06122  2.10
C10 0.06438 -1.98991 -0.90107  -0.30
C11 1.37590 -1.58511 -0.87347  -1.35
C12 -2.40926 -2.36178 0.21355  0.09
C13 -2.71844 -3.53361 -0.50032  -1.08
C14 -3.50856 -4.51444 0.09949  -0.81
C15 -3.96485 -4.36564 1.41316  -0.76
C16 -3.57184 -3.24428 2.15525  -1.39
C17 -2.77766 -2.27673 1.56190  -0.30
C18 -3.22773 0.42194 0.18217  1.21
C19 -3.07979 1.73972 0.60225  -0.20
C20 -4.15035 2.63970 0.41198  -1.34
C21 -5.36328 2.19000 -0.10187  -0.80
C22 -5.52474 0.84159 -0.40050  -0.74
C23 -4.45253 -0.06444 -0.22411  -1.05
C24 3.74142 -1.36895 0.52675  0.56
C25 3.48453 -2.67402 0.98440  -0.73
C26 4.54439 -3.51017 1.33282  -0.76
C27 5.85980 -3.05287 1.19492  -0.57
C28 6.11872 -1.76388 0.71705  -0.87
C29 5.06028 -0.90632 0.40887  0.02
C30 3.04826 1.18257 -0.60743  0.28
C31 2.76980 2.44425 -0.04236  -1.26
C32 3.35592 3.60411 -0.56449  -0.61
C33 4.21899 3.54919 -1.64978  -0.74
C34 4.52652 2.30580 -2.20665  -0.89
C35 3.95652 1.13921 -1.69683  0.25
H16 -0.15749 -3.03092 -1.16311  0.61
H17 2.06723 -2.19454 -1.47989  0.65
H18 -2.34678 -3.66483 -1.51646  0.44
H19 -3.77793 -5.40019 -0.47304  0.46
H20 -4.61205 -5.12021 1.86653  0.41
H21 -3.89716 -3.13103 3.19089  0.49
H22 -2.45034 -1.42720 2.15173  0.55
H23 -2.12320 2.08594 1.01169  0.64
H24 -3.99685 3.69325 0.63465  0.49
H25 -6.17164 2.89104 -0.30097  0.44
H26 -6.46749 0.47453 -0.80770  0.46
H27 -4.58839 -1.11864 -0.46761  0.44
H28 2.45297 -3.03393 1.03641  0.31
H29 4.33166 -4.50627 1.72348  0.45
H30 6.68582 -3.70017 1.48615  0.41
H31 7.14433 -1.41294 0.60925  0.46
H32 5.26881 0.11025 0.06997  0.45
H33 2.07392 2.54664 0.79679  0.16
H34 3.12476 4.56312 -0.09738  0.46
H35 4.65753 4.46008 -2.06637  0.43
H36 5.21142 2.24213 -3.04941  0.47
H37 4.24114 0.17589 -2.13812  0.59
C36 -2.06365 0.75004 3.19059  -2.06
C37 -0.57569 0.44321 3.08635  1.87
C38 0.02120 1.56161 3.95854  -2.12
C39 -0.33190 -0.90970 3.75277  -1.67
C40 0.09839 0.32360 1.68429  0.75
C41 1.43250 0.21994 1.52016  0.13
H38 -2.39776 0.53531 4.21895  0.50
H39 -2.66509 0.17272 2.49965  0.62
H40 -2.25011 1.81107 3.01651  0.52
H41 -0.53642 1.60678 4.90991  0.45
H42 1.07531 1.41968 4.20573  0.51
H43 -0.10264 2.52082 3.43849  0.42
H44 -0.72231 -1.71093 3.11329  0.36
H45 0.74316 -1.08021 3.88650  0.32
H46 -0.82702 -0.96537 4.73573  0.47

Summary:
Frontier orbital gap (spin up / spin down)   6.1 / 6.2 eV
Spin multiplicity   4
F_max   0.111 hartree/bohr
Electronic energy   -2352.52078 a.u.
Total charge   +2

=====

Entry 2:
A molecular structure, C6H15N4OS, computed with wB97M-V/def2-TZVPD.

Last column: Mulliken charge in e.
Atoms and positions in Å:
C1 0.21542 0.26762 -2.48715  0.86
C2 -0.99057 1.74301 1.38439  -0.66
C3 0.32304 2.48805 1.11701  -0.47
C4 0.44869 -0.07349 1.63238  -0.28
C5 0.04761 -2.81225 1.17417  -1.48
C6 -0.20102 -1.54741 0.40850  0.03
N1 -0.67809 0.56389 2.15521  -0.31
N2 -0.33676 0.60864 -3.65111  -0.39
N3 -0.12619 -0.89578 -1.92136  -0.17
N4 0.47895 -1.50440 -0.82891  -0.40
O1 1.05258 1.07620 -1.96138  -0.54
S1 1.55476 1.15901 0.84332  -0.26
H1 -1.70255 2.37374 1.91532  0.44
H2 -1.44147 1.42853 0.43679  0.17
H3 0.28862 3.14309 0.25110  0.41
H4 0.65314 3.04901 1.99232  0.35
H5 1.01028 -0.65413 2.35507  0.59
H6 1.10858 -2.96612 1.34931  0.37
H7 -0.32745 -3.65970 0.60190  0.41
H8 -0.47798 -2.78098 2.12130  0.40
H9 -1.25201 -1.29962 0.29382  0.41
H10 -0.63409 0.74159 3.15253  0.33
H11 -0.92068 -0.01305 -4.18571  0.20
H12 -0.04785 1.47852 -4.07514  0.25
H13 -0.78487 -1.49440 -2.41146  0.23
H14 1.48567 -1.39947 -0.78482  0.36
H15 1.25422 0.97992 -0.87742  0.16

Summary:
Frontier orbital gap   8.9 eV
F_max   0.072 hartree/bohr
Electronic energy   -929.79434 a.u.
Total charge   +1

=====

Entry 3:
C11H6IN3 in the gas phase, computed with wB97M-V/def2-TZVPD.

Last column: Mulliken charge in e.
Atoms and positions in Å:
H1 -4.41765 -2.47284 -0.81435  0.26
N1 -4.14789 -1.69854 -0.30760  -0.64
C1 -2.87063 -1.50527 -0.19889  -0.17
C2 -2.20921 -0.27820 0.24086  0.41
C3 -3.16460 0.76934 0.38855  0.08
N2 -3.91977 1.59091 0.47184  -0.43
C4 -0.85215 -0.08090 0.28744  1.17
C5 0.12150 -1.10287 0.13718  -0.47
C6 1.46199 -0.91083 0.15481  -0.81
C7 2.02418 0.43445 0.02758  1.70
C8 3.32929 0.74821 -0.10822  -0.83
I1 5.05294 -1.20966 -0.13244  -0.02
C9 4.03654 1.88709 -0.35060  0.19
N3 4.76680 2.77915 -0.50082  -0.40
C10 1.00455 1.47531 0.27246  -0.58
C11 -0.33262 1.26623 0.26196  -0.67
H2 -2.26425 -2.41735 -0.37606  0.26
H3 0.02532 -2.20545 0.11848  0.18
H4 2.02765 -1.84313 0.02285  0.16
H5 1.25133 2.56396 0.24677  0.31
H6 -0.92332 2.21040 0.15819  0.28

Summary:
Frontier orbital gap (spin up / spin down)   6.3 / 6.4 eV
SMILES   [H]/N=C/C(C#N)=c1ccc(=C(I)C#N)cc1
F_max   0.097 hartree/bohr
Electronic energy   -884.56773 a.u.
Total charge   0

=====

Q: Among the records above, which one has the highest electronic energy?
A: C11H6IN3

=====

Q: F_max of number 2 (C6H15N4OS)?
A: 0.072 hartree/bohr